Version a
{
  "formula": "C5H13NSi",
  "method": "wB97M-V/def2-TZVPD",
  "symbols": ["Si", "N", "C", "C", "C", "C", "C", "H", "H", "H", "H", "H", "H", "H", "H", "H", "H", "H", "H", "H"],
  "xyz": [[0.2367, 0.0820, 0.5631], [0.1776, -1.2124, -1.1837], [1.9364, 0.9040, 0.9935], [-0.0312, -0.7897, -2.5622], [-1.0354, -1.5693, -1.8470], [-0.0478, -1.2910, 1.8918], [-0.9397, 1.6244, 0.4830], [-1.3044, 1.7085, 1.4436], [-1.9862, -1.1432, -1.5060], [-1.1994, -2.6150, -2.1870], [-0.8012, -1.9711, 1.4855], [-1.8215, 1.6808, -0.2639], [2.6170, 0.2131, 0.4825], [0.8853, -1.7292, 2.0824], [-0.4145, 2.4947, 0.2073], [-0.1421, 0.2230, -2.9926], [0.5990, -1.2789, -3.2447], [1.9176, 1.1336, 2.0418], [2.0633, 1.8268, 0.4245], [-0.4769, -0.7108, 2.7525]],
  "homo_lumo_gap_ev": 9.1,
  "smiles": "C[Si](C)(C)N1CC1",
  "spin_multiplicity": 1,
  "e_homo_ev": -8.21,
  "lumo_ha": 0.033
}

Version b
{
  "formula": "C5H13NSi",
  "method": "wB97M-V/def2-TZVPD",
  "symbols": ["Si", "N", "C", "C", "C", "C", "C", "H", "H", "H", "H", "H", "H", "H", "H", "H", "H", "H", "H", "H"],
  "xyz": [[-0.7207, -0.1251, -0.0721], [-0.0701, -1.6573, -0.2774], [0.6927, 1.0337, 0.5024], [2.2709, -0.7599, 0.0562], [-2.0656, -0.3657, 1.2052], [2.0741, 0.6638, -0.1400], [-1.4526, 0.4429, -1.7263], [-2.1888, -0.2947, -1.8388], [-2.2039, 0.6405, 1.7932], [1.9999, -1.2371, 1.0319], [2.7833, 1.1643, 0.4199], [-1.8360, 1.5449, -1.7845], [1.0174, 0.9959, 1.5427], [2.7920, -1.2648, -0.7119], [-0.6098, 0.3782, -2.4421], [-2.9930, -0.5091, 0.6928], [-1.7980, -1.2004, 2.0049], [0.4017, 2.0184, 0.3264], [-0.1744, -2.2277, 0.6619], [2.0810, 0.7593, -1.2445]],
  "homo_lumo_gap_ev": [7.8, 9.4],
  "spin_multiplicity": 1,
  "e_homo_ev": [-8.32, -9.20],
  "lumo_ha": [-0.019, 0.008]
}

Version c
{
  "formula": "C5H13NSi",
  "method": "wB97M-V/def2-TZVPD",
  "symbols": ["Si", "N", "C", "C", "C", "C", "C", "H", "H", "H", "H", "H", "H", "H", "H", "H", "H", "H", "H", "H"],
  "xyz": [[-0.8980, -0.4669, 0.4705], [-0.8738, -1.6825, -0.7490], [0.5527, 0.6508, -0.0654], [0.4168, 2.0971, -0.3011], [2.2256, -1.1301, 0.2126], [-2.6341, 0.3549, 0.3517], [1.7805, 0.1888, -0.1979], [-0.2276, -2.1486, -1.2241], [-1.5052, -2.3963, -0.4196], [-0.5236, -0.9205, 1.7404], [-2.9023, 0.6013, -0.7842], [-3.5077, -0.2156, 0.6785], [2.5590, 0.9098, -0.5890], [-0.2426, 2.2199, -1.2320], [-2.5949, 1.3264, 1.0148], [2.6496, -1.6417, -0.6993], [1.3863, -1.7064, 0.5940], [2.9272, -0.9842, 1.1081], [1.4494, 2.4374, -0.4335], [-0.0373, 2.5064, 0.5247]],
  "homo_lumo_gap_ev": 9.7,
  "smiles": "C/C=C(/C)[Si@@H](C)N",
  "spin_multiplicity": 1,
  "e_homo_ev": -8.85,
  "lumo_ha": 0.032
}

Each structure's energy above the most stable one, in hartree: version a 0.0436; version b 0.0870; version c 0.0000.

Version a
{
  "formula": "C3H8FN",
  "method": "wB97M-V/def2-TZVPD",
  "symbols": ["F", "N", "C", "C", "C", "H", "H", "H", "H", "H", "H", "H", "H"],
  "xyz": [[1.8172, -0.7760, -0.0584], [-0.8320, -0.4867, 0.0246], [1.4710, 0.5592, 0.2377], [-2.3455, -0.0946, 0.0698], [0.0035, 0.7689, -0.2375], [2.0390, 1.2531, -0.2387], [-3.0364, -0.3211, -0.8849], [-0.5899, 1.6899, 0.1477], [-2.6309, -0.7006, 1.0250], [-2.3213, 0.9262, 0.4621], [-0.4235, -1.1571, -0.5422], [1.3761, 0.4476, 1.3023], [0.2824, 0.8529, -1.3381]],
  "homo_lumo_gap_ev": 9.8,
  "smiles": "CNCCF",
  "spin_multiplicity": 1,
  "e_homo_ev": -8.68,
  "lumo_ha": 0.042
}

Version b
{
  "formula": "C3H8FN",
  "method": "wB97M-V/def2-TZVPD",
  "symbols": ["F", "N", "C", "C", "C", "H", "H", "H", "H", "H", "H", "H", "H"],
  "xyz": [[-2.7134, 1.1631, -0.2589], [-0.9448, 0.0008, 0.6022], [-1.6985, -1.2183, 0.3426], [2.6692, 0.4117, -0.4329], [-1.4343, 1.0731, 0.2222], [-1.0800, 2.1205, 0.2397], [1.9887, -0.1880, 0.1852], [-1.3453, -1.7775, -0.4576], [-1.5293, -1.9968, 1.1450], [2.2660, 0.6680, -1.3269], [3.4828, -0.3831, -0.4774], [-2.7420, -1.1433, 0.1875], [3.0807, 1.2698, 0.0295]],
  "homo_lumo_gap_ev": 11.7,
  "smiles": "C/N=C\\F.C",
  "spin_multiplicity": 1,
  "e_homo_ev": -10.72,
  "lumo_ha": 0.037
}

Version c
{
  "formula": "C3H8FN",
  "method": "wB97M-V/def2-TZVPD",
  "symbols": ["F", "N", "C", "C", "C", "H", "H", "H", "H", "H", "H", "H", "H"],
  "xyz": [[2.2403, 1.2884, 0.7830], [1.7748, 0.0084, -1.0843], [2.0124, 1.0829, -0.5101], [-1.9132, 0.6296, 0.6525], [2.0082, -1.2780, -0.4668], [1.8796, -2.1193, -1.1737], [1.9710, 2.0465, -1.0214], [-2.2245, 0.4344, 1.7254], [-2.3755, 1.6292, 0.4188], [-2.1592, -0.1148, -0.0601], [1.5501, -1.4152, 0.4840], [3.0866, -1.2815, -0.2840], [-0.7875, 0.5855, 0.5900]],
  "homo_lumo_gap_ev": 11.4,
  "smiles": "C/N=C\\F.C",
  "spin_multiplicity": 1,
  "e_homo_ev": -10.39,
  "lumo_ha": 0.036
}

Each structure's energy above the most stable one, in hartree: version a 0.0450; version b 0.0066; version c 0.0000.

Version a
{
  "formula": "C40H50N10",
  "method": "wB97M-V/def2-TZVPD",
  "symbols": ["N", "N", "N", "N", "N", "N", "N", "N", "N", "N", "C", "C", "C", "C", "C", "C", "C", "C", "C", "C", "C", "C", "C", "C", "C", "C", "C", "C", "C", "C", "C", "C", "C", "C", "C", "C", "C", "C", "C", "C", "C", "C", "C", "C", "C", "C", "C", "C", "C", "C", "H", "H", "H", "H", "H", "H", "H", "H", "H", "H", "H", "H", "H", "H", "H", "H", "H", "H", "H", "H", "H", "H", "H", "H", "H", "H", "H", "H", "H", "H", "H", "H", "H", "H", "H", "H", "H", "H", "H", "H", "H", "H", "H", "H", "H", "H", "H", "H", "H", "H"],
  "xyz": [[1.9593, -3.9855, 2.2911], [-5.8005, 1.9174, -0.7810], [-0.3300, 0.7409, -5.4066], [0.2380, -3.5114, -0.3911], [3.6351, 1.2525, 3.2938], [-0.5673, 2.5423, -1.4595], [-1.1396, 3.9779, 1.7135], [-2.7651, -0.8433, 4.3772], [4.8530, -1.8241, -1.3754], [0.6402, -0.2987, -2.0829], [-6.7984, 1.7301, -1.7696], [4.5104, 1.7575, 2.4028], [-1.6039, 2.4372, 3.4301], [-0.5955, -5.3058, 0.9593], [5.3140, -1.9515, -2.6301], [0.3203, -5.8505, -0.0841], [-5.2227, 0.7318, -0.3598], [2.3280, 1.2075, 3.0336], [1.9622, 0.1112, -5.5675], [0.3426, 3.4878, -1.1845], [3.6954, -4.0506, 3.9533], [0.5295, -0.1371, -5.9459], [-4.0969, -0.5362, 4.2196], [2.2062, 1.8326, 1.6437], [2.5368, -4.8674, 3.2731], [0.9874, -0.2201, -0.7770], [-1.0784, 4.7495, 2.8537], [-5.5693, -0.2207, -1.4398], [1.7882, 1.3262, -4.7338], [-0.3702, 4.8509, -1.2512], [-1.4983, 2.6304, 1.8698], [-1.8335, 4.4219, -1.6872], [-0.6766, -3.7480, 0.6613], [3.6253, 2.2865, 1.1918], [2.3788, -2.5995, 2.5203], [-4.6503, -0.8905, 2.8640], [-3.3754, -1.3423, 2.0742], [-0.7321, -0.4825, -2.3927], [5.2088, -0.5850, -3.3097], [-1.2877, 3.7524, 3.9848], [-1.8245, 2.8953, -1.6878], [-2.2500, -1.2298, 3.1104], [0.3410, 1.8224, -4.9043], [-0.4250, -0.2809, -0.0475], [-1.5363, -0.5401, -1.1788], [4.6370, -0.4466, -0.9554], [3.4190, -2.6631, 3.5452], [0.6765, -4.7716, -0.9805], [4.9773, 0.4078, -2.1980], [-6.7284, 0.3081, -2.2252], [1.2583, 1.9169, 1.1684], [-1.1320, -2.9217, 1.1095], [-5.0751, -1.1303, -1.6310], [-1.2936, 0.8692, -5.9653], [5.4412, -3.0108, -3.0865], [2.7170, -0.5089, -5.6538], [4.1585, 0.9822, 4.1335], [4.2039, -4.4941, 4.8954], [1.9849, -0.2527, -0.3620], [-1.3299, -1.4552, 3.0393], [-2.3086, -0.8220, 5.1685], [-0.8904, 5.6943, 2.5816], [-1.0164, -0.3638, -3.4274], [-4.4546, 0.9471, 0.2392], [1.1258, -4.1298, 1.8419], [-1.9618, 1.6774, 3.9889], [3.9557, -1.6887, 4.0366], [5.6661, 1.6314, 2.5206], [4.3887, -0.1045, -0.0554], [-0.2011, 2.6108, -4.7046], [-7.4402, 2.5251, -2.0246], [-1.0860, 4.2041, 0.6826], [0.3455, -6.7963, -0.1054], [1.5234, -4.7402, -1.6728], [-5.7954, 2.8959, -0.2152], [5.0757, 1.4501, -2.3468], [-0.4964, -0.4331, 0.9980], [5.4551, -0.4101, -4.4315], [1.5357, 1.0441, 3.7046], [-0.3467, 1.5100, -1.5555], [2.2133, -5.9053, 3.3217], [-1.4901, 4.2386, 4.8123], [0.1094, -1.1447, -6.4385], [0.2675, 5.5936, -1.2239], [-1.6146, 2.0196, 0.9520], [4.8860, -2.6429, -0.7886], [0.3092, -2.6474, -0.8480], [2.0272, -1.7926, 2.0550], [1.4341, 3.2336, -0.8316], [-7.5218, -0.1578, -2.9003], [2.5694, 2.1468, -4.4177], [-2.7858, 2.1756, -2.0207], [4.0502, 2.7378, 0.2246], [-2.7891, 4.9129, -1.9122], [-4.6608, -0.0897, 5.1239], [-5.6550, -0.7682, 2.5604], [-3.2374, -1.8787, 1.1422], [-1.0803, -5.8722, 1.7372], [-2.7343, -0.7815, -1.1456], [1.3413, -0.0694, -2.7322]],
  "homo_lumo_gap_ev": 7.7,
  "smiles": "c1cc[nH]c1.c1cc[nH]c1.c1cc[nH]c1.c1cc[nH]c1.c1cc[nH]c1.c1cc[nH]c1.c1cc[nH]c1.c1cc[nH]c1.c1cc[nH]c1.c1cc[nH]c1",
  "spin_multiplicity": 1,
  "e_homo_ev": -7.24,
  "lumo_ha": 0.018
}

Version b
{
  "formula": "C40H50N10",
  "method": "wB97M-V/def2-TZVPD",
  "symbols": ["N", "N", "N", "N", "N", "N", "N", "N", "N", "N", "C", "C", "C", "C", "C", "C", "C", "C", "C", "C", "C", "C", "C", "C", "C", "C", "C", "C", "C", "C", "C", "C", "C", "C", "C", "C", "C", "C", "C", "C", "C", "C", "C", "C", "C", "C", "C", "C", "C", "C", "H", "H", "H", "H", "H", "H", "H", "H", "H", "H", "H", "H", "H", "H", "H", "H", "H", "H", "H", "H", "H", "H", "H", "H", "H", "H", "H", "H", "H", "H", "H", "H", "H", "H", "H", "H", "H", "H", "H", "H", "H", "H", "H", "H", "H", "H", "H", "H", "H", "H"],
  "xyz": [[-0.8129, 0.5602, -4.4229], [-0.3186, 2.6218, -0.7993], [1.0048, -3.6912, -0.0353], [-7.4947, -0.6993, 0.0308], [-1.5975, -4.4350, -1.7746], [5.6504, -0.3759, 2.0917], [-0.0764, -0.3836, -1.4058], [-1.5546, 0.4781, 5.6072], [4.6115, 3.5428, -0.9501], [0.5367, 3.6895, 1.6269], [0.5383, -0.5471, 0.7297], [1.5858, 3.5784, 3.5236], [1.3296, -0.2773, -1.4752], [-2.0635, -4.9714, -2.9811], [1.4083, -4.5849, -1.0991], [-3.3411, -4.6415, -3.1856], [4.4979, 2.1891, -0.5220], [-0.8404, -1.5139, 5.1209], [0.6658, -4.1986, 1.2055], [-3.7146, -3.6193, -2.1035], [0.8792, 4.9343, 3.4804], [0.8843, 3.1630, -1.3044], [4.5560, 3.6311, -2.3456], [1.6931, -0.3080, -0.1920], [-7.4483, -0.6097, -1.2654], [4.3442, -0.4078, 2.5957], [4.3695, 1.4205, -1.6067], [-1.2550, -1.5581, -4.1455], [-2.3936, -0.6480, -3.5859], [0.1710, 4.8977, 2.3634], [4.4386, 2.3591, -2.8506], [-0.9708, -0.6010, 6.1558], [-1.7136, 0.3726, 4.2798], [-0.4313, -0.7162, -4.7975], [5.4461, 1.6502, 2.9579], [-2.6242, -3.5984, -1.3062], [-1.9847, 0.6330, -3.7619], [-1.3114, -0.8616, 3.9500], [-6.1814, -0.5847, -1.5878], [-5.3659, -0.9828, -0.3995], [0.6436, 4.4495, -1.6529], [6.2018, 0.8922, 2.1894], [-1.3727, 3.5429, -0.9261], [-0.8249, 4.6823, -1.3715], [-6.3073, -0.8609, 0.6336], [4.1274, 0.8255, 3.0525], [0.6227, -5.5346, 0.9800], [0.9602, -5.8232, -0.5764], [-0.5875, -0.6151, -0.1618], [1.3020, 2.9166, 2.4400], [-8.1814, -0.6089, -1.9501], [-0.7217, -0.3912, -2.2290], [4.6519, 4.4935, -0.4504], [-6.1601, -1.0882, 1.7351], [3.1910, 1.0773, 3.6694], [-2.2690, 1.5975, -3.5675], [0.9267, 5.6747, 4.0890], [4.2829, 0.3474, -1.6774], [0.5504, -0.7522, -5.3445], [0.3836, -0.4980, 1.7929], [-8.1779, -0.2268, 0.7230], [-1.5490, -0.9557, 0.1600], [0.0420, 3.5712, 0.6848], [-1.2656, -2.5364, -4.2313], [1.8895, 2.6201, -1.0599], [1.5789, -4.0392, -2.0876], [1.1024, -2.7615, -0.2023], [-1.3041, -5.5631, -3.5404], [-1.4444, 5.6283, -1.7043], [2.0083, 3.1325, 4.3869], [-0.4223, 1.7038, -0.6105], [-2.3043, -3.2028, -0.3555], [-3.9231, -4.9872, -3.9046], [0.9156, -6.7107, -1.2663], [4.3333, 4.6732, -2.9000], [1.4382, 5.1462, -2.0562], [4.4062, 2.2457, -3.9417], [-1.3015, -1.4614, 2.8632], [-3.3304, -0.9544, -3.2160], [-4.2735, -0.7108, -0.2571], [-0.0139, 1.3145, -4.4897], [-0.4853, 5.6459, 1.8480], [-0.2548, -2.5100, 5.0074], [1.3362, 2.0054, 2.3568], [4.1946, 1.8301, 0.5265], [-4.6531, -3.1755, -2.0272], [0.4505, -6.3487, 1.7192], [5.9079, -1.1902, 1.5866], [-1.8229, 1.4882, 6.1175], [-0.6017, -0.4173, 7.1657], [3.5477, -1.3491, 2.2457], [-5.6188, -0.5678, -2.5387], [7.2020, 0.9753, 1.7341], [0.6725, -3.6438, 2.1806], [5.8598, 2.7743, 3.3563], [-0.7159, -4.4738, -1.4573], [1.7046, -0.2661, -2.5510], [-2.3369, 3.2597, -0.6390], [2.7255, -0.2157, 0.1838], [-2.0529, 1.0206, 3.6999]],
  "homo_lumo_gap_ev": 8.6,
  "smiles": "c1cc[nH]c1.c1cc[nH]c1.c1cc[nH]c1.c1cc[nH]c1.c1cc[nH]c1.c1cc[nH]c1.c1cc[nH]c1.c1cc[nH]c1.c1cc[nH]c1.c1cc[nH]c1",
  "spin_multiplicity": 1,
  "e_homo_ev": -8.06,
  "lumo_ha": 0.019
}

Each structure's energy above the most stable one, in hartree: version a 0.3026; version b 0.0000.

Version a
{
  "formula": "H6NPSi",
  "method": "wB97M-V/def2-TZVPD",
  "symbols": ["P", "Si", "N", "H", "H", "H", "H", "H", "H"],
  "xyz": [[-0.7840, -1.0634, 0.1815], [-0.5164, 1.1619, 0.0108], [0.7522, -1.4097, 0.7904], [0.9484, 1.2326, -0.3788], [0.6788, -1.6850, 1.7234], [-0.5945, 1.4099, 1.3758], [-1.3902, 2.5658, -0.7026], [1.6103, -1.3914, 0.2900], [-0.6976, -1.5641, -1.0479]],
  "homo_lumo_gap_ev": 9.5,
  "spin_multiplicity": 1,
  "e_homo_ev": -8.72,
  "lumo_ha": 0.029
}

Version b
{
  "formula": "H6NPSi",
  "method": "wB97M-V/def2-TZVPD",
  "symbols": ["P", "Si", "N", "H", "H", "H", "H", "H", "H"],
  "xyz": [[0.7452, 0.5661, -1.0805], [-1.3693, -0.0141, -0.4167], [1.7279, -0.3387, 0.6186], [0.8883, 1.7958, -0.5509], [-1.9512, 1.2648, -0.0401], [-0.8574, -0.5532, 0.9054], [1.0337, -0.4034, 1.3435], [2.0024, -1.3929, 0.4197], [-2.2196, -0.9244, -1.1990]],
  "homo_lumo_gap_ev": 9.5,
  "smiles": "NP[SiH3]",
  "spin_multiplicity": 1,
  "e_homo_ev": -9.23,
  "lumo_ha": 0.009
}

Each structure's energy above the most stable one, in hartree: version a 0.0000; version b 0.0200.